# 1
A molecular structure, C22H18BrN4OSSc. Source: the OMol25 dataset; level of theory: ωB97M-V/def2-TZVPD.

Geometry as XYZ:
```
48
Properties=species:S:1:pos:R:3:forces:R:3:lowdin_charge:R:1
Sc 0.193 -0.790 -0.625 -0.4039 -0.3428 0.2670 1.039
Br 5.373 4.153 1.772 0.0346 0.0478 0.0196 0.824
C 4.292 2.743 1.169 -0.0961 -0.0205 -0.0109 -0.681
C 4.879 1.569 0.695 0.0113 -0.0665 -0.0204 -0.065
C 4.102 0.511 0.256 0.0741 0.0446 0.0956 0.023
C 2.721 0.621 0.278 -0.0887 -0.1275 -0.0828 -0.289
O 1.945 -0.395 -0.130 0.2348 0.1122 0.0338 -0.182
C 2.115 1.804 0.729 -0.0741 0.0905 0.0115 -0.128
C 0.695 1.995 0.752 0.0680 -0.0176 0.0359 -0.012
N -0.216 1.217 0.246 0.0204 -0.0209 0.0048 0.016
C -1.592 1.574 0.418 0.1557 0.1020 -0.0257 -0.184
C -2.063 2.814 0.758 -0.0529 0.0328 -0.0001 0.021
C -3.443 3.038 0.952 0.0509 0.0221 -0.0018 -0.023
C -4.341 2.026 0.793 -0.0170 -0.0309 -0.0089 0.006
C -3.892 0.744 0.395 0.0092 0.0633 -0.0466 -0.128
C -4.770 -0.331 0.160 -0.0446 0.0290 0.0035 0.045
C -4.274 -1.530 -0.272 0.0354 -0.0882 -0.0289 -0.010
C -2.896 -1.656 -0.462 0.0914 0.0500 0.0118 -0.102
N -2.027 -0.680 -0.234 -0.1694 -0.0875 -0.0095 0.005
C -2.513 0.526 0.192 -0.0964 0.0807 0.0596 -0.150
C 2.922 2.859 1.193 0.0467 -0.0096 0.0007 -0.052
H 5.958 1.485 0.679 -0.0019 0.0022 -0.0009 0.119
H 4.557 -0.404 -0.095 0.0025 0.0035 -0.0150 0.132
H 0.375 2.897 1.268 0.0145 -0.0014 -0.0008 0.133
H -1.393 3.654 0.875 -0.0112 0.0026 -0.0058 0.121
H -3.778 4.028 1.226 0.0010 0.0001 0.0002 0.126
H -5.399 2.191 0.945 0.0029 -0.0043 -0.0005 0.132
H -5.833 -0.192 0.312 0.0054 -0.0024 0.0007 0.140
H -4.919 -2.372 -0.477 0.0005 0.0058 0.0006 0.124
H -2.486 -2.590 -0.822 0.0198 -0.0653 -0.0330 0.106
H 2.459 3.768 1.557 0.0095 0.0060 -0.0012 0.121
C 0.660 -7.173 -0.655 -0.0007 0.0081 0.0212 0.027
C 0.421 -5.738 -0.354 0.0317 0.0366 -0.0101 -0.204
C 0.132 -5.228 0.891 0.0169 -0.0830 -0.0842 0.069
C -0.038 -3.853 1.040 -0.0192 0.2280 0.0230 -0.243
N 0.030 -3.028 -0.019 0.0587 -0.1217 0.0323 0.009
C 0.274 -3.527 -1.245 0.4469 0.1403 0.1175 -0.776
S 0.391 -2.474 -2.563 -0.1479 0.0278 -0.3783 0.759
N 0.504 -4.858 -1.385 -0.2363 -0.0522 0.1020 0.148
C -0.305 -3.229 2.366 0.0163 0.0466 -0.0545 0.023
H 0.569 -7.775 0.244 0.0046 -0.0002 -0.0050 0.103
H 1.661 -7.309 -1.070 -0.0043 -0.0007 -0.0070 0.115
H -0.063 -7.529 -1.392 0.0067 0.0004 -0.0081 0.114
H 0.062 -5.889 1.741 -0.0007 0.0050 0.0024 0.142
H 0.725 -5.193 -2.316 -0.0050 -0.0093 -0.0052 0.175
H -0.330 -3.965 3.164 0.0065 0.0018 0.0013 0.100
H -1.262 -2.704 2.335 -0.0127 -0.0073 -0.0012 0.101
H 0.468 -2.489 2.586 0.0064 -0.0303 0.0014 0.108
```
Forces are in eV/Å.

Output
Electronic energy ... -132683.7116 eV
Net charge ... +2
Multiplicity ... 1
Energy relative to the best compared isomer or geometry (same formula, charge and spin) ... 2.3 kcal per mole
Gap between HOMO and LUMO ... 6.66 eV


# 2
A molecular structure, C22H18Cl3N5O2RuS. Source: the OMol25 dataset; level of theory: ωB97M-V/def2-TZVPD.

Geometry as XYZ:
```
52
Properties=species:S:1:pos:R:3:forces:R:3:lowdin_charge:R:1
Ru 0.000 0.358 0.160 -0.6020 -0.6586 -0.1866 1.170
C -1.689 4.284 0.950 0.0575 -0.0204 -0.0491 -0.011
C -0.989 3.216 0.383 0.0710 0.0187 0.1715 -0.102
N -0.841 2.045 0.988 -0.2697 0.4656 -0.2242 -0.046
C -1.360 1.925 2.236 -0.0018 0.0930 -0.0159 -0.132
C -2.060 2.943 2.885 -0.0647 0.0201 0.0883 -0.125
C -2.241 4.148 2.194 -0.0329 0.0847 0.0849 0.022
C -2.538 2.714 4.221 0.0274 0.0582 -0.0800 0.002
C -2.288 1.549 4.850 0.0611 -0.0847 0.0066 0.005
C -1.544 0.505 4.201 -0.0920 0.0429 0.0926 -0.125
C -1.212 -0.710 4.818 -0.0288 0.0354 0.1060 0.025
C -0.464 -1.616 4.122 0.0593 -0.0647 -0.0807 -0.002
C -0.059 -1.335 2.811 -0.0509 0.1675 0.0641 -0.065
N -0.390 -0.209 2.185 0.4225 -0.3293 0.2116 0.028
C -1.106 0.701 2.894 0.0246 -0.0917 -0.0668 -0.137
H -1.781 5.204 0.391 0.0156 -0.0105 -0.0084 0.120
H -0.532 3.323 -0.580 0.0516 0.0034 -0.1044 0.077
H -2.789 4.959 2.657 0.0016 -0.0104 -0.0140 0.132
H -3.083 3.508 4.715 -0.0115 -0.0122 -0.0136 0.126
H -2.629 1.384 5.864 -0.0107 -0.0086 -0.0158 0.126
H -1.531 -0.904 5.835 -0.0118 -0.0155 -0.0259 0.132
H -0.170 -2.559 4.561 0.0167 0.0081 -0.0116 0.122
H 0.545 -2.037 2.265 0.0398 -0.0366 -0.0365 0.091
S 2.089 1.365 0.267 0.0122 0.3414 0.4810 0.647
C 2.487 0.281 -1.038 0.2265 0.0792 -0.1132 -0.731
C 3.757 -0.057 -1.507 -0.0314 0.0596 0.0233 -0.066
C 3.836 -0.980 -2.525 -0.0072 -0.0614 -0.0641 -0.043
C 2.670 -1.543 -3.056 0.0902 -0.0064 -0.0467 -0.051
C 1.459 -1.156 -2.536 -0.0516 0.1769 0.1049 -0.144
N 1.382 -0.248 -1.554 0.3006 -0.2779 -0.0079 -0.103
H 4.638 0.390 -1.067 -0.0073 -0.0371 0.0265 0.113
H 4.803 -1.282 -2.906 -0.0170 0.0128 -0.0136 0.117
H 2.711 -2.278 -3.848 0.0133 0.0225 -0.0003 0.111
H 0.519 -1.556 -2.899 0.0035 -0.0314 0.0497 0.116
C 0.763 3.662 -3.593 -0.0213 -0.0640 -0.0076 -0.004
N 0.215 2.304 -3.608 -0.0585 0.0342 -0.0099 -0.160
C 0.098 1.608 -4.895 0.0350 0.0336 0.0564 -0.003
C -0.310 1.788 -2.540 -0.0944 -0.3354 -0.1890 -0.241
N -0.782 1.264 -1.614 0.1006 0.3842 -0.1684 0.096
H 0.083 4.356 -4.087 -0.0027 0.0034 0.0021 0.099
H 1.719 3.659 -4.115 0.0088 0.0020 -0.0034 0.099
H 0.933 3.976 -2.565 -0.0006 -0.0046 0.0045 0.090
H -0.578 2.153 -5.554 -0.0082 0.0010 -0.0030 0.099
H -0.288 0.606 -4.729 -0.0042 -0.0006 0.0016 0.095
H 1.083 1.544 -5.355 0.0087 -0.0056 -0.0013 0.098
Cl -2.317 -4.022 -1.022 -0.0178 0.0120 -0.0193 0.646
C -0.692 -3.750 -0.420 -0.0067 0.0004 0.0512 -1.505
Cl 0.491 -4.393 -1.574 0.0150 0.0117 0.0116 0.639
Cl -0.496 -4.564 1.148 -0.0055 0.0254 -0.0241 0.634
C -0.393 -2.243 -0.213 -0.1589 0.1832 0.0155 -0.848
O -1.248 -1.395 -0.565 -0.1224 0.0863 0.4129 -0.103
O 0.696 -1.926 0.305 0.1289 -0.2999 -0.4614 -0.129
```
Forces are in eV/Å.

Output
Electronic energy ... -85631.5485 eV
Net charge ... +1
Multiplicity ... 2
<S²> ... 0.76
Energy relative to the best compared isomer or geometry (same formula, charge and spin) ... 46.0 kcal per mole
Gap between HOMO and LUMO (alpha / beta) ... 7.22 / 7.17 eV


| no. | strongest force on any atom (eV/Å) |
| --- | --- |
| 1 | 0.59 |
| 2 | 0.91 |